96
Properties=species:S:1:pos:R:3:mulliken_spin:R:1 method="wB97M-V/def2-TZVPD" de_lowest_kcal_mol=44.21 e_tot_ha=-4664.003558 lumo_energy_ha="-0.284 / -0.349" e_homo_ev="-13.36 / -13.36" s_squared=6.067 charge=+2 spin_multiplicity=5 homo_lumo_gap_ev="5.6 / 3.9"
Ru -0.24 -0.25 -0.03 2.86
C -0.55 2.07 -0.11 -0.03
C -1.80 1.40 0.25 -0.04
C -2.22 0.68 -0.93 0.22
C -1.19 0.89 -1.92 -0.14
C -0.26 1.88 -1.47 0.17
C 0.82 2.62 -2.23 0.01
C 0.57 2.59 -3.74 0.00
C 2.18 1.98 -1.87 0.12
C 0.82 4.09 -1.78 0.03
C -3.34 -0.32 -1.19 -0.03
C -3.49 -0.57 -2.70 0.02
C -2.91 -1.66 -0.55 0.19
C -4.72 0.09 -0.67 0.01
C -2.54 1.93 1.47 0.01
C -3.16 0.85 2.38 0.03
C -3.61 2.89 0.91 0.01
C -1.62 2.79 2.37 -0.01
H -0.06 2.80 0.51 0.03
H -1.27 0.57 -2.94 -0.02
H 0.78 1.62 -4.17 0.00
H 1.23 3.31 -4.23 0.00
H -0.45 2.86 -3.96 0.00
H 2.13 0.89 -1.98 -0.04
H 2.45 2.21 -0.85 0.00
H 2.96 2.37 -2.52 0.00
H -0.16 4.53 -1.94 0.00
H 1.54 4.65 -2.37 0.00
H 1.10 4.20 -0.74 0.00
H -2.63 -1.10 -3.11 0.00
H -3.63 0.37 -3.24 0.00
H -4.37 -1.19 -2.88 0.00
H -1.91 -1.96 -0.91 -0.04
H -3.60 -2.45 -0.83 0.01
H -2.89 -1.61 0.54 0.01
H -5.08 0.97 -1.20 0.00
H -4.73 0.27 0.40 0.00
H -5.42 -0.72 -0.86 0.00
H -3.34 -0.08 1.86 -0.01
H -4.11 1.20 2.79 0.00
H -2.51 0.65 3.22 0.00
H -4.42 2.37 0.43 0.00
H -3.16 3.58 0.20 0.00
H -4.03 3.49 1.73 0.00
H -0.70 2.26 2.64 0.01
H -2.15 3.02 3.29 0.00
H -1.36 3.73 1.89 0.00
S 2.47 -1.00 5.80 0.00
C 1.50 -0.60 4.36 0.01
C 2.14 0.13 3.35 0.00
C 1.48 0.32 2.16 0.03
N 0.28 -0.21 1.92 -0.09
C -0.35 -0.87 2.89 0.07
C 0.21 -1.06 4.14 -0.01
C 1.49 -0.21 7.08 0.00
C 2.04 0.95 7.62 0.00
C 1.32 1.60 8.62 0.00
N 0.16 1.15 9.02 0.00
C -0.37 0.05 8.53 0.00
C 0.27 -0.68 7.54 0.00
H 3.13 0.52 3.50 0.00
H 1.93 0.89 1.35 0.01
H -1.30 -1.33 2.64 -0.02
H -0.33 -1.62 4.88 0.00
H 3.00 1.32 7.31 0.00
H 1.69 2.50 9.09 0.00
H -1.32 -0.25 8.94 0.00
H -0.16 -1.61 7.19 0.00
C 0.34 -3.71 -2.20 0.01
As 1.06 -1.93 -1.88 0.37
C 2.96 -2.37 -1.81 0.03
C 0.86 -1.26 -3.82 0.01
C 2.01 -1.60 -4.68 0.05
C 3.12 -0.74 -4.76 0.02
C 4.14 -1.00 -5.64 -0.01
C 4.10 -2.14 -6.44 0.05
C 3.01 -3.01 -6.35 -0.01
C 1.99 -2.75 -5.47 0.03
H 1.03 -4.22 -2.88 0.01
H -0.65 -3.67 -2.66 0.00
H 0.28 -4.30 -1.29 0.00
H 3.25 -2.80 -2.77 0.00
H 3.10 -3.11 -1.03 0.00
H 3.58 -1.50 -1.59 0.00
H 0.75 -0.18 -3.76 0.00
H -0.06 -1.71 -4.18 0.01
H 3.15 0.14 -4.14 0.00
H 4.98 -0.32 -5.71 0.00
H 4.91 -2.35 -7.12 0.00
H 2.97 -3.88 -6.98 0.00
H 1.15 -3.43 -5.41 0.00
F -0.15 -2.71 0.71 0.06
B 1.19 -3.05 1.18 -0.03
F 1.18 -3.18 2.52 0.00
F 1.92 -1.88 0.78 0.03
F 1.64 -4.12 0.50 0.00